Molecular formula: C4H12
Method: DFT, the ωB97M-V functional and the def2-TZVPD basis

The gap between HOMO and LUMO is 12.345 eV. The energy above the lowest of the compared OMol25 structures with the same formula, charge and spin is 80.8 kJ/mol. Its SMILES is CC.CC.

Structure (ORCA input):
```
! RIJCOSX wB97M-V def2-TZVPD def2/J DEFGRID3
* xyz 0 1
H -3.0734 1.4730 0.4004
C 2.3116 -2.1551 0.2325
H 3.2450 -1.8111 0.7037
H 0.7569 -1.2119 1.5112
H -0.5676 2.7882 -0.4442
H -0.7066 1.6731 0.8317
C -0.9652 1.8064 -0.2313
H -2.6735 0.9598 -1.2847
H 1.3360 -0.2031 0.1991
H -0.4151 1.0014 -0.6819
H 0.3326 -1.5834 -0.0757
H 2.4300 -2.4193 -0.8297
H -2.9773 2.5316 -0.9204
C -2.4569 1.6752 -0.4928
H 2.3221 -3.2304 0.6209
C 1.1012 -1.2942 0.4613
*
```

Partial atomic charges computed with the Mulliken method, in multiples of e: 0.248, -0.940, 0.285, 0.300, 0.354, 0.275, -0.672, 0.300, 0.147, 0.118, 0.412, 0.268, 0.307, -0.930, 0.277, -0.749



Molecular formula: C9H14
Method: DFT, the ωB97M-V functional and the def2-TZVPD basis

The gap between HOMO and LUMO (alpha / beta) is 10.083 / 6.297 eV. The energy above the lowest of the compared OMol25 structures with the same formula, charge and spin is 63.0 kJ/mol. Its expectation value of S² is 0.7677.

Structure (ORCA input):
```
! RIJCOSX wB97M-V def2-TZVPD def2/J DEFGRID3
* xyz 1 2
H 2.4611 2.7893 0.4853
C 1.5014 2.3462 0.7583
H 1.4122 -0.4465 -2.3667
C 0.5530 -0.4620 -1.7103
H 2.5830 0.6152 1.7607
H 1.5364 0.3412 0.3390
H -2.1775 -3.0337 0.6500
H 1.0076 -2.2468 -0.6847
H -0.1247 1.5252 -2.3825
C -1.9079 -0.3923 -0.3457
C -1.6171 0.6131 -1.2368
H -0.5851 -3.1075 1.2656
C -0.3262 0.6224 -1.8154
H 0.9854 0.7359 2.1066
H -2.3401 1.4070 -1.3505
C 1.6582 0.9029 1.2579
H -2.9316 -0.4714 -0.0011
C -1.3540 -2.3898 0.9790
C -0.9802 -1.4361 -0.0908
H 0.9275 2.3680 -0.1693
H -1.5995 -1.7768 1.8387
H 1.0412 2.9574 1.5300
C 0.2768 -1.4610 -0.8172
*
```

Partial atomic charges computed with the Mulliken method, in multiples of e: 0.276, -0.820, 0.385, -0.602, 0.420, -0.109, 0.395, 0.418, 0.489, -0.288, -0.524, 0.410, -0.211, 0.228, 0.414, -0.403, 0.428, -1.468, 1.009, 0.163, 0.369, 0.293, -0.274



Molecular formula: C21H25N3O4
Method: DFT, the ωB97M-V functional and the def2-TZVPD basis

The gap between HOMO and LUMO is 8.141 eV. The energy above the lowest of the compared OMol25 structures with the same formula, charge and spin is 216.8 kJ/mol. Its SMILES is CNC(=O)[C@H](Cc1ccc(O)cc1)NC(C)=O.Cn1cc(O)c2ccccc21.

Structure (ORCA input):
```
! RIJCOSX wB97M-V def2-TZVPD def2/J DEFGRID3
* xyz 0 1
C 0.0387 -1.8726 -2.6811
H -3.6866 -5.3178 -2.4765
H -0.2472 2.3924 -1.7735
H 3.8836 2.6075 2.4278
O -0.8787 -6.4867 -2.0026
H 1.1036 -4.1508 -1.8514
H 1.5645 7.0071 1.3119
H 3.8725 6.3316 2.4956
N -1.8507 -2.9140 1.2981
C -0.3573 -4.2852 -0.2728
N 2.9069 4.5335 1.9538
H 4.2252 5.7574 0.8463
H -2.6287 -2.0732 -0.4690
C -0.4303 6.1752 1.3173
N -1.4478 -4.4440 -1.2449
H 0.4955 1.0306 -0.1146
H -0.0092 -5.2797 0.0106
C 2.9754 3.1682 2.2366
C 4.0553 5.4453 1.8810
H -3.5161 -3.5071 0.1493
H 1.0499 -1.3033 0.5364
H -0.6412 -0.3266 -4.0425
O 0.1234 -3.5887 1.9633
H 2.1142 0.8382 2.7521
H -1.1789 2.8947 1.9376
O 1.3459 1.3567 2.4636
H -2.7790 -6.3759 -3.5804
C 1.5739 4.8913 1.7553
C -0.7035 -3.5693 1.0590
C 0.3683 0.2276 -0.8267
C -1.2056 5.0192 1.4939
H -2.5976 -4.6097 -3.7003
C 0.9644 6.1135 1.4460
H -2.2856 5.0711 1.3975
C -0.5903 3.7961 1.7956
H -0.9121 7.1201 1.0838
H -3.6700 -1.9393 0.9537
C -0.2785 -0.5514 -3.0508
H -2.0715 -3.6658 -1.3691
C 1.7039 2.6561 2.2292
O -0.4297 1.7711 -2.4813
H -0.0786 -2.6770 -3.3943
C -2.7512 -5.4433 -3.0177
C 0.6842 -1.0946 -0.4609
C 0.8004 3.7461 1.9230
C 0.8152 -3.5756 -0.9701
H -1.8898 -2.5316 2.2312
C -0.1150 0.4997 -2.1242
C -1.6046 -5.5036 -2.0360
C 0.5148 -2.1461 -1.3837
H 1.6754 -3.5731 -0.2992
H 4.9593 4.9526 2.2511
C -2.9790 -2.5968 0.4231
*
```

Partial atomic charges computed with the Mulliken method, in multiples of e: -0.338, 0.303, 0.286, 0.352, -0.676, 0.470, 0.372, 0.324, -0.041, 0.418, 0.167, 0.303, 0.332, -0.556, 0.007, 0.157, 0.490, -0.475, -0.995, 0.321, 0.476, 0.430, -0.682, 0.279, 0.453, -0.485, 0.325, -0.430, -0.254, -0.138, -0.642, 0.290, -0.550, 0.384, -0.345, 0.384, 0.343, -0.828, 0.096, 0.550, -0.583, 0.441, -1.146, -0.658, 0.580, -1.606, 0.274, 0.799, 0.763, 0.380, 0.515, 0.340, -0.976



Molecular formula: C40H36BrN5O3RuS2
Method: DFT, the ωB97M-V functional and the def2-TZVPD basis

The gap between HOMO and LUMO (alpha / beta) is 6.567 / 5.968 eV. The energy above the lowest of the compared OMol25 structures with the same formula, charge and spin is 0.0 kJ/mol. Its expectation value of S² is 8.8921.

Structure (ORCA input):
```
! RIJCOSX wB97M-V def2-TZVPD def2/J DEFGRID3
* xyz 1 6
C 0.0708 -1.9523 -5.3531
H 4.6785 3.2322 -0.4828
H -2.6441 4.7969 1.7837
Br 3.0899 0.8598 2.8538
C 2.3128 0.2462 -1.2174
O -1.8130 -4.2057 -2.4363
C -3.4049 -1.9021 1.7506
C -1.9785 -1.5094 1.7200
N 0.2202 3.1144 2.2351
N 1.4601 -0.7767 -1.5956
H -2.3249 -6.1190 -3.2365
C -0.0227 -0.3927 2.9343
C -3.2507 1.4517 -1.6636
C -1.0642 -3.5941 -3.4089
C 1.2366 -1.9473 6.1539
H 1.7644 2.4090 4.3928
C -0.5614 -3.1390 -5.7266
C 2.2211 -0.4791 3.9967
H -0.9908 -2.6187 -0.9971
H 0.8564 -2.5053 6.9985
H 1.6581 2.9854 -2.9449
C -0.5983 4.2426 0.0968
H 3.2447 -2.0987 6.7992
H 0.0814 2.7505 -3.7593
H -2.9923 -1.5416 4.3615
C 0.0677 -1.5393 -4.0213
C 0.3211 -1.5024 5.1492
H 0.8925 3.5877 5.3841
C 3.5409 0.3749 -1.9383
C 2.8744 2.2121 -0.0054
S -1.5564 4.0637 3.8933
H -3.0941 1.9559 -2.6183
C 4.4532 1.3826 -1.6088
C 4.0409 2.3718 -0.7201
C -0.0081 4.0672 -2.0567
H -3.7995 -2.2568 2.6840
H 4.7861 0.6358 -4.3613
H 0.5422 -0.5576 -3.8338
H -1.7451 6.1266 0.1378
C -4.1391 -1.9509 0.5812
H -4.2210 0.9799 -1.7041
C 0.2735 -1.1031 -1.0307
N -0.2072 -0.6227 0.1202
C -1.2023 5.3621 -0.4313
C 2.5911 -1.7501 5.9978
H 0.9363 4.3020 -3.9752
C -1.0581 -1.7424 5.2519
C -1.5189 -0.6620 2.9904
C 4.9405 -0.3085 -3.8141
H 1.7943 -1.4021 -2.3509
H -1.3904 -2.4114 6.0426
H -4.3638 -1.2680 -1.4409
H -1.6672 -4.8456 -5.0526
H -3.4807 -4.7297 -3.5611
S -1.0168 5.5059 -2.1370
H -2.0376 0.3140 2.9046
N -0.3833 -2.1048 -1.6375
H 0.4907 -1.3196 -6.1345
C -2.5518 -0.5270 -0.5201
H -3.2087 2.2203 -0.8859
C -0.0433 3.2436 3.5324
N 0.1122 3.5357 -0.8604
C -3.7383 -1.2713 -0.5702
H -3.3873 -5.4299 -1.9586
H 5.8822 -0.3299 -3.2476
C 0.8227 -0.7726 3.9891
C 2.0859 1.0964 -0.1287
H 0.2033 1.9322 5.1837
H 4.1814 -0.9883 4.7666
H 2.5670 2.9655 0.7010
C 0.7575 2.7372 4.6964
Ru 0.9592 0.3620 1.3991
C 3.1128 -1.0482 4.9150
C -2.7762 -5.2055 -2.8389
H -5.0382 -2.5382 0.5208
H 5.4529 1.4089 -2.0433
C -1.7910 4.2878 2.2194
C -1.9209 -1.3252 4.2610
C 0.6934 3.5120 -3.2411
H -1.3100 -2.3938 1.7253
O -2.2290 0.4305 -1.4677
O 3.7897 -0.5384 -2.9430
C -0.7230 3.8376 1.4724
C -1.1205 -3.9512 -4.7562
C -1.5692 -0.8182 0.4493
H 4.8890 -1.1058 -4.5373
C -0.3967 -2.4072 -3.0097
H -0.6102 -3.3911 -6.7808
*
```

Partial atomic charges computed with the Mulliken method, in multiples of e: -1.158, 0.443, 0.469, -0.200, -0.244, -0.361, -0.703, 1.146, 0.065, 0.099, 0.350, -0.718, -0.925, 0.303, -1.140, -0.002, -0.701, 0.266, 0.506, 0.433, -0.014, -0.444, 0.384, 0.201, 0.374, 0.042, 0.953, 0.543, 1.090, 0.131, -0.225, 0.255, -0.616, -1.044, 0.358, 0.379, 0.399, 0.570, 0.426, -1.276, 0.429, -0.173, 0.390, -0.598, -0.560, 0.435, -1.052, 1.087, -0.919, 0.589, 0.382, 0.697, 0.406, 0.439, -0.215, 0.237, 0.087, 0.387, 0.754, 0.240, 0.536, 0.142, -0.685, 0.245, 0.319, 1.913, 0.462, 0.285, 0.459, 0.553, -1.010, -1.372, -1.111, -0.969, 0.465, 0.323, -0.768, -1.015, -0.717, 0.301, 0.031, -0.426, 0.504, -0.571, -1.332, 0.267, 0.315, 0.400



Molecular formula: CH5FN2
Method: DFT, the ωB97M-V functional and the def2-TZVPD basis

The gap between HOMO and LUMO is 11.266 eV. The energy above the lowest of the compared OMol25 structures with the same formula, charge and spin is 276.7 kJ/mol.

Structure (ORCA input):
```
! RIJCOSX wB97M-V def2-TZVPD def2/J DEFGRID3
* xyz 0 1
N -0.0742 1.3536 0.5623
H -0.2934 -0.6859 -1.0755
H 0.2587 2.0311 1.3527
F -0.4714 -0.4357 2.0135
C 0.2118 -0.9931 -0.1734
H -0.5125 -1.6714 0.3536
H -1.1062 1.3549 0.3033
N 0.4956 0.1438 0.7336
H 1.1512 -1.4539 -0.3588
*
```

Partial atomic charges computed with the Mulliken method, in multiples of e: -0.333, 0.292, 0.288, -0.463, -0.615, 0.300, 0.264, 0.012, 0.255



Question: Look up the energy above the lowest of the compared OMol25 structures with the same formula, charge and spin of the third one.
Answer: 216.8 kJ/mol